No. 1
{
  "formula": "C4H8N2O",
  "method": "wB97M-V/def2-TZVPD",
  "symbols": ["C", "C", "N", "C", "N", "C", "O", "H", "H", "H", "H", "H", "H", "H", "H"],
  "coordinates": [[0.516, 0.478, -2.372], [0.394, 0.061, -0.954], [-0.757, 0.022, -0.401], [-0.887, -0.360, 0.986], [-0.174, -1.565, 1.350], [-0.242, 0.942, 1.578], [0.894, 0.956, 1.968], [1.286, 1.230, -2.480], [0.805, -0.373, -2.981], [-0.425, 0.876, -2.735], [1.309, -0.303, -0.483], [-1.956, -0.441, 1.192], [0.780, -1.313, 1.655], [-0.649, -2.039, 2.126], [-0.893, 1.828, 1.553]],
  "lowdin_charge": [-0.07, -0.22, 0.06, -0.41, 0.05, -0.21, 0.04, 0.07, 0.08, 0.08, 0.12, 0.13, 0.07, 0.08, 0.12],
  "smiles": "C/C=N/[C@@H](N)C=O",
  "lumo_energy_ev": 0.9,
  "largest_force_ev_per_a": 1.44,
  "total_charge": 0,
  "orbital_gap_ev": 9.97,
  "relative_energy_ev": 2.164
}

No. 2
{
  "formula": "C24H41N3O6",
  "method": "wB97M-V/def2-TZVPD",
  "symbols": ["C", "C", "C", "C", "O", "C", "C", "C", "C", "C", "C", "N", "C", "C", "O", "H", "H", "H", "H", "H", "H", "H", "H", "H", "H", "H", "C", "O", "C", "C", "N", "C", "C", "O", "C", "H", "H", "H", "H", "H", "H", "H", "H", "H", "H", "H", "H", "H", "H", "H", "C", "O", "C", "C", "N", "C", "C", "O", "C", "H", "H", "H", "H", "H", "H", "H", "H", "H", "H", "H", "H", "H", "H", "H"],
  "coordinates": [[1.430, 0.846, 2.273], [0.468, 0.135, 1.118], [1.094, -0.376, -0.140], [0.082, -1.030, -1.260], [0.570, -1.195, -2.506], [-1.482, -1.428, -0.915], [-2.318, -2.344, -1.991], [-3.886, -2.745, -1.685], [-4.556, -2.157, -0.274], [-3.724, -1.214, 0.797], [-4.492, -0.649, 2.132], [-4.170, -1.380, 3.416], [-2.152, -0.848, 0.489], [-1.171, 0.063, 1.441], [-1.622, 0.812, 2.471], [2.286, 1.473, 1.745], [0.821, 1.643, 2.920], [1.926, 0.016, 2.960], [2.257, -0.273, -0.340], [-1.825, -2.725, -3.008], [-4.495, -3.392, -2.447], [-5.698, -2.454, -0.095], [-4.210, 0.503, 2.253], [-5.671, -0.654, 1.953], [-3.164, -1.648, 3.484], [-4.411, -0.684, 4.183], [-1.566, 8.600, 0.545], [-0.798, 7.530, 0.016], [0.187, 7.013, 0.921], [-0.249, 5.657, 1.502], [-1.367, 5.796, 2.436], [-2.064, 4.541, 2.747], [-2.623, 3.697, 1.585], [-3.753, 4.272, 0.918], [-3.438, 5.324, 0.016], [-2.071, 9.092, -0.285], [-2.337, 8.227, 1.226], [-0.940, 9.335, 1.058], [0.442, 7.733, 1.706], [1.092, 6.849, 0.325], [0.599, 5.198, 2.022], [-0.511, 5.017, 0.655], [-2.047, 6.450, 2.060], [-2.903, 4.809, 3.399], [-1.392, 3.914, 3.343], [-2.994, 2.761, 2.016], [-1.860, 3.404, 0.857], [-2.504, 5.143, -0.523], [-3.399, 6.268, 0.557], [-4.245, 5.407, -0.718], [1.849, -6.416, -0.485], [1.625, -5.583, -1.613], [1.771, -4.182, -1.344], [3.089, -3.640, -1.921], [4.254, -4.135, -1.186], [5.536, -3.961, -1.883], [5.691, -4.536, -3.303], [5.741, -5.967, -3.367], [4.481, -6.611, -3.233], [1.451, -7.404, -0.714], [2.920, -6.529, -0.290], [1.346, -6.035, 0.408], [1.665, -3.955, -0.278], [0.945, -3.685, -1.865], [3.077, -2.544, -1.880], [3.122, -3.936, -2.973], [4.135, -5.123, -0.986], [6.296, -4.429, -1.247], [5.767, -2.891, -1.911], [6.663, -4.202, -3.682], [4.950, -4.149, -4.010], [3.678, -6.058, -3.725], [4.260, -6.762, -2.177], [4.546, -7.602, -3.692]],
  "lowdin_charge": [-0.09, -0.11, 0.04, -0.22, -0.07, -0.02, 0.00, -0.03, 0.00, -0.06, -0.27, -0.05, 0.02, -0.15, -0.07, 0.09, 0.09, 0.10, 0.14, 0.11, 0.09, 0.10, 0.11, 0.13, 0.07, 0.09, -0.11, -0.20, -0.20, -0.21, -0.05, -0.19, -0.22, -0.18, -0.10, 0.09, 0.07, 0.09, 0.12, 0.12, 0.12, 0.09, 0.06, 0.12, 0.11, 0.09, 0.11, 0.09, 0.06, 0.09, -0.11, -0.19, -0.20, -0.20, -0.06, -0.19, -0.21, -0.19, -0.10, 0.09, 0.07, 0.09, 0.12, 0.10, 0.11, 0.10, 0.06, 0.12, 0.11, 0.12, 0.11, 0.09, 0.06, 0.09],
  "smiles": "CC1=CC(=O)c2cccc(CN)c2C1=O.COCCNCCOC.COCCNCCOC",
  "lumo_energy_ev": -2.1,
  "largest_force_ev_per_a": 8.15,
  "total_charge": 0,
  "orbital_gap_ev": 6.52,
  "relative_energy_ev": 20.265
}

No. 3
{
  "formula": "C32H64Cl2NO10P2",
  "method": "wB97M-V/def2-TZVPD",
  "symbols": ["C", "C", "C", "C", "C", "C", "C", "C", "C", "C", "C", "C", "C", "N", "P", "O", "Cl", "C", "O", "O", "P", "O", "Cl", "H", "H", "H", "H", "H", "H", "H", "H", "H", "H", "H", "H", "H", "H", "H", "H", "H", "H", "H", "H", "H", "H", "H", "H", "H", "H", "H", "H", "C", "C", "O", "C", "H", "H", "H", "H", "H", "H", "C", "C", "O", "C", "H", "H", "H", "H", "H", "H", "C", "C", "O", "C", "H", "H", "H", "H", "H", "H", "C", "C", "O", "C", "H", "H", "H", "H", "H", "H", "C", "C", "O", "C", "H", "H", "H", "H", "H", "H", "C", "C", "O", "C", "H", "H", "H", "H", "H", "H"],
  "coordinates": [[-4.087, 1.071, 1.142], [-4.671, 2.373, 1.689], [-4.337, 3.528, 0.778], [-2.860, 3.843, 0.681], [-2.363, 4.580, 1.887], [-0.960, 5.176, 1.839], [0.214, 4.339, 1.304], [1.156, 3.923, 2.421], [2.582, 3.593, 2.041], [2.895, 2.409, 1.151], [3.032, 2.733, -0.327], [3.992, 1.817, -1.099], [3.518, 0.887, -2.212], [2.361, 1.387, -2.968], [0.718, 1.063, -2.717], [0.083, 2.550, -2.541], [0.613, 0.397, -0.769], [4.694, 0.890, -3.276], [5.272, -0.229, -3.413], [4.870, 1.971, -3.832], [3.573, -0.933, -1.703], [2.183, -1.518, -2.336], [3.028, -0.941, 0.370], [-3.816, 1.257, 0.124], [-3.164, 0.888, 1.659], [-4.760, 0.246, 1.230], [-4.380, 2.539, 2.711], [-5.742, 2.255, 1.688], [-4.673, 3.256, -0.207], [-4.894, 4.414, 1.052], [-2.628, 4.366, -0.232], [-2.333, 2.911, 0.615], [-2.486, 3.981, 2.770], [-3.029, 5.420, 2.022], [-1.012, 6.066, 1.246], [-0.709, 5.421, 2.856], [0.770, 4.958, 0.620], [-0.075, 3.467, 0.746], [0.706, 3.080, 2.920], [1.178, 4.747, 3.113], [3.095, 3.422, 2.972], [3.027, 4.482, 1.625], [3.880, 2.091, 1.442], [2.251, 1.569, 1.336], [2.073, 2.863, -0.791], [3.488, 3.707, -0.339], [4.543, 1.244, -0.378], [4.708, 2.460, -1.562], [2.493, 1.330, -3.966], [0.166, 2.848, -1.630], [2.037, -1.142, -3.208], [-0.854, -4.791, 2.541], [-0.742, -3.284, 2.602], [-1.558, -2.624, 3.205], [0.423, -2.658, 1.877], [-1.724, -5.117, 3.094], [-0.949, -5.117, 1.504], [0.033, -5.253, 2.975], [0.376, -2.906, 0.816], [1.365, -3.031, 2.283], [0.398, -1.578, 1.985], [-4.408, -7.209, 3.727], [-3.159, -8.027, 3.485], [-2.103, -7.506, 3.235], [-3.305, -9.530, 3.571], [-4.172, -6.152, 3.637], [-5.174, -7.468, 2.994], [-4.796, -7.404, 4.727], [-4.028, -9.880, 2.834], [-3.650, -9.816, 4.566], [-2.344, -9.997, 3.379], [2.563, -0.921, 5.552], [3.185, -0.560, 4.219], [2.642, 0.188, 3.450], [4.521, -1.188, 3.894], [1.610, -0.408, 5.656], [2.396, -1.998, 5.608], [3.224, -0.623, 6.367], [4.432, -2.275, 3.885], [5.263, -0.901, 4.642], [4.847, -0.851, 2.914], [4.674, -0.803, -6.581], [5.206, -0.732, -7.983], [4.621, -0.176, -8.887], [6.539, -1.404, -8.224], [3.717, -0.289, -6.524], [4.537, -1.844, -6.286], [5.365, -0.330, -5.878], [6.469, -2.466, -7.985], [7.301, -0.950, -7.591], [6.821, -1.289, -9.268], [-7.738, -0.757, 4.976], [-7.041, -0.995, 3.655], [-6.790, -0.091, 2.900], [-6.670, -2.424, 3.329], [-7.946, 0.303, 5.088], [-8.676, -1.313, 5.011], [-7.101, -1.087, 5.799], [-7.566, -3.047, 3.298], [-5.991, -2.817, 4.088], [-6.177, -2.457, 2.362], [-0.196, 2.164, -8.886], [0.270, 2.187, -7.446], [-0.355, 1.637, -6.573], [1.544, 2.940, -7.164], [-1.120, 1.598, -8.959], [-0.368, 3.182, -9.240], [0.565, 1.698, -9.515], [1.429, 3.986, -7.455], [2.373, 2.512, -7.730], [1.770, 2.894, -6.101]],
  "lowdin_charge": [-0.09, -0.26, -0.23, -0.22, -0.21, -0.19, -0.19, -0.21, -0.21, -0.24, -0.20, -0.18, -0.57, -0.20, 0.52, -0.36, 0.29, -0.74, -0.13, -0.01, 0.72, -0.44, 0.18, 0.06, 0.07, 0.05, 0.10, 0.09, 0.10, 0.10, 0.12, 0.09, 0.11, 0.10, 0.10, 0.09, 0.11, 0.09, 0.12, 0.10, 0.10, 0.10, 0.10, 0.04, 0.05, 0.10, 0.07, 0.10, 0.06, -0.01, 0.01, -0.03, -0.50, 0.05, -0.05, 0.05, 0.09, 0.09, 0.08, 0.08, 0.06, -0.02, -0.50, 0.07, -0.03, 0.08, 0.08, 0.08, 0.08, 0.08, 0.08, -0.02, -0.51, 0.05, -0.03, 0.08, 0.08, 0.08, 0.08, 0.08, 0.06, -0.02, -0.51, 0.04, -0.03, 0.08, 0.09, 0.08, 0.08, 0.09, 0.07, -0.03, -0.50, 0.08, -0.02, 0.08, 0.08, 0.08, 0.08, 0.08, 0.08, -0.03, -0.51, 0.06, -0.02, 0.08, 0.08, 0.08, 0.08, 0.09, 0.08],
  "lumo_energy_ev": 1.8,
  "largest_force_ev_per_a": 1.44,
  "total_charge": -1,
  "orbital_gap_ev": 6.42,
  "relative_energy_ev": 0.000
}

No. 4
{
  "formula": "C2H4ClOP",
  "method": "wB97M-V/def2-TZVPD",
  "symbols": ["C", "C", "O", "P", "Cl", "H", "H", "H", "H"],
  "coordinates": [[-0.069, -1.860, 0.509], [-0.398, -0.394, -1.231], [-0.596, -0.764, 0.134], [-4.538, -0.501, -0.174], [-4.319, 1.362, 0.418], [0.536, -2.249, -0.315], [-0.728, 0.596, -1.379], [-0.764, -1.072, -1.877], [0.611, -0.274, -1.419]],
  "lowdin_charge": [0.02, -0.07, -0.19, 0.10, -0.07, 0.00, 0.09, 0.06, 0.07],
  "lumo_energy_ev": [-1.3, -1.3],
  "largest_force_ev_per_a": 3.51,
  "total_charge": 0,
  "orbital_gap_ev": [7.07, 6.98],
  "relative_energy_ev": 6.036
}

No. 5
{
  "formula": "C17H19N3O2",
  "method": "wB97M-V/def2-TZVPD",
  "symbols": ["C", "C", "C", "C", "C", "C", "C", "C", "O", "C", "C", "O", "C", "N", "N", "N", "C", "C", "C", "C", "C", "C", "H", "H", "H", "H", "H", "H", "H", "H", "H", "H", "H", "H", "H", "H", "H", "H", "H", "H", "H"],
  "coordinates": [[3.136, 1.068, -2.322], [1.825, 1.756, -2.077], [1.137, 2.340, -3.133], [-0.066, 2.986, -2.923], [-0.575, 3.087, -1.642], [0.087, 2.526, -0.558], [-0.461, 2.711, 0.826], [1.276, 1.825, -0.790], [1.980, 1.245, 0.258], [1.389, 0.106, 0.845], [1.480, -1.143, -0.051], [0.520, -1.127, -1.085], [1.245, -2.422, 0.771], [0.153, -2.289, 1.687], [0.373, -2.077, 2.992], [-0.720, -1.928, 3.616], [-1.750, -2.028, 2.728], [-3.133, -1.941, 2.889], [-3.903, -2.088, 1.760], [-3.335, -2.315, 0.497], [-1.975, -2.408, 0.312], [-1.187, -2.261, 1.448], [3.675, 0.938, -1.387], [2.977, 0.090, -2.778], [3.746, 1.657, -3.003], [1.558, 2.285, -4.126], [-0.595, 3.430, -3.752], [-1.497, 3.623, -1.468], [0.331, 2.638, 1.567], [-1.223, 1.962, 1.050], [-0.929, 3.690, 0.909], [1.944, -0.067, 1.770], [0.335, 0.283, 1.086], [2.492, -1.196, -0.481], [0.584, -0.290, -1.564], [1.040, -3.241, 0.076], [2.132, -2.650, 1.366], [-3.563, -1.766, 3.861], [-4.979, -2.027, 1.838], [-3.991, -2.419, -0.355], [-1.533, -2.565, -0.658]],
  "lowdin_charge": [-0.03, -0.22, -0.05, -0.08, -0.04, -0.19, -0.03, -0.21, -0.06, -0.13, -0.32, -0.01, -0.07, -0.08, 0.05, 0.06, -0.23, -0.02, -0.09, -0.08, -0.01, -0.16, 0.08, 0.09, 0.08, 0.11, 0.10, 0.11, 0.09, 0.09, 0.08, 0.14, 0.12, 0.15, 0.08, 0.14, 0.13, 0.11, 0.10, 0.10, 0.10],
  "smiles": "Cc1cccc(C)c1OC[C@H](O)Cn1nnc2ccccc21",
  "lumo_energy_ev": 0.7,
  "largest_force_ev_per_a": 1.29,
  "total_charge": 0,
  "orbital_gap_ev": 9.49,
  "relative_energy_ev": 2.759
}

No. 6
{
  "formula": "C5H8O",
  "method": "wB97M-V/def2-TZVPD",
  "symbols": ["C", "C", "O", "C", "C", "C", "H", "H", "H", "H", "H", "H", "H", "H"],
  "coordinates": [[-2.688, -0.281, 0.219], [-1.711, 0.588, 0.432], [-0.446, 0.175, 0.740], [0.570, 0.955, 0.240], [1.668, 0.412, -0.271], [1.897, -1.064, -0.398], [-3.694, 0.064, 0.014], [-2.494, -1.349, 0.244], [-1.847, 1.670, 0.396], [0.408, 2.031, 0.316], [2.444, 1.092, -0.613], [2.123, -1.339, -1.435], [1.014, -1.620, -0.076], [2.747, -1.385, 0.216]],
  "lowdin_charge": [0.03, -0.23, -0.08, -0.17, -0.14, -0.09, 0.05, 0.06, 0.12, 0.12, 0.10, 0.07, 0.07, 0.08],
  "smiles": "C=CO/C=C\\C",
  "lumo_energy_ev": 1.2,
  "largest_force_ev_per_a": 0.32,
  "total_charge": 0,
  "orbital_gap_ev": 9.91,
  "relative_energy_ev": 1.753
}

Calculated total energy (a.u.), listed in the same order as above: -341.9241, -1554.2244, -3668.0836, -955.1842, -973.9279, -270.4935